Density functional theory data (ωB97M-V/def2-TZVPD) for C4H7NO in the gas phase.

Geometry as ORCA input:
```
! wB97M-V def2-TZVPD RIJCOSX def2/J DEFGRID3
* xyz 0 1
O -1.90 -1.33 -0.48
N -0.56 -1.24 -0.86
C 0.02 -0.25 -0.30
C -0.70 0.71 0.62
C -0.05 1.78 1.37
C 1.49 -0.09 -0.59
H -2.21 -2.09 -0.99
H -1.68 0.99 0.21
H -1.01 0.17 1.55
H 1.73 0.94 -0.86
H 1.03 1.52 1.45
H 1.75 -0.76 -1.42
H 2.09 -0.37 0.28
*
```

=====

Density functional theory data (ωB97M-V/def2-TZVPD) for C4H7NO in the gas phase at a distorted geometry.

Geometry as ORCA input:
```
! wB97M-V def2-TZVPD RIJCOSX def2/J DEFGRID3
* xyz 0 1
C -1.94 -0.65 0.13
C -0.62 -0.12 -0.41
O 0.18 0.23 0.72
C 1.38 0.86 0.39
C 2.42 -0.07 -0.11
N 3.27 -0.79 -0.43
H -2.41 0.11 0.77
H -2.62 -0.89 -0.69
H -1.77 -1.55 0.73
H -0.78 0.77 -1.03
H -0.10 -0.87 -1.02
H 1.77 1.31 1.31
H 1.24 1.66 -0.35
*
```

Results
SMILES string: CCOCC#N

=====

Density functional theory data (ωB97M-V/def2-TZVPD) for a 2-piece molecular cluster, C4H7NO overall at a distorted geometry.

Geometry as ORCA input:
```
! wB97M-V def2-TZVPD RIJCOSX def2/J DEFGRID3
* xyz 0 1
C -1.11 -1.17 0.71
C -0.48 -0.56 -0.56
C -0.33 0.93 -0.50
N 0.69 1.51 -0.98
C 2.70 0.12 0.70
O 3.49 0.92 0.58
H -0.46 -1.92 1.17
H -1.30 -0.40 1.47
H -2.07 -1.65 0.50
H 0.51 -0.99 -0.76
H -1.16 1.47 -0.02
H -1.10 -0.78 -1.43
H 0.61 2.53 -0.87
*
```

=====

Density functional theory data (ωB97M-V/def2-TZVPD) for C4H7NO in the gas phase.

Geometry as ORCA input:
```
! wB97M-V def2-TZVPD RIJCOSX def2/J DEFGRID3
* xyz 0 1
C 1.43 -0.60 0.04
C 0.02 0.00 0.12
C -0.40 1.43 -0.02
N -0.17 0.62 -1.20
C -1.07 -0.90 0.69
O -2.05 -0.52 1.30
H 1.58 -0.89 -1.01
H 2.20 0.14 0.25
H 1.56 -1.49 0.65
H -1.44 1.65 0.18
H 0.29 2.25 0.17
H -1.00 0.27 -1.65
H -0.93 -1.98 0.49
*
```

Results
SMILES string: C[C@@]1(C=O)CN1

=====

Density functional theory data (ωB97M-V/def2-TZVPD) for C4H7NO in the gas phase.

Geometry as ORCA input:
```
! wB97M-V def2-TZVPD RIJCOSX def2/J DEFGRID3
* xyz 0 1
C -1.79 -0.32 -0.14
N -1.27 0.89 0.49
C -0.53 0.30 -0.62
C 0.75 -0.44 -0.31
C 1.90 0.24 0.28
O 1.04 -0.58 1.07
H -1.69 -1.26 0.41
H -2.71 -0.21 -0.70
H -0.82 0.64 1.37
H -0.54 0.91 -1.52
H 0.93 -1.34 -0.91
H 2.90 -0.16 0.17
H 1.82 1.32 0.44
*
```

Results
SMILES string: C1N[C@H]1[C@H]1CO1

=====

Density functional theory data (ωB97M-V/def2-TZVPD) for C4H7NO as an isolated structure at a distorted geometry.

Geometry as ORCA input:
```
! wB97M-V def2-TZVPD RIJCOSX def2/J DEFGRID3
* xyz 0 1
C 1.32 -0.57 -1.01
C 0.55 0.57 -0.40
C -1.01 0.73 -0.38
N -0.23 0.48 0.81
C -0.78 -0.44 1.62
O -2.00 -0.65 1.57
H 2.19 -0.86 -0.40
H 1.70 -0.28 -1.99
H 0.66 -1.43 -1.14
H 1.15 1.49 -0.33
H -1.24 1.80 -0.49
H -2.03 -0.09 0.19
H -0.14 -0.94 2.35
*
```

=====

Number 1: DFT total energy -286.4067 a.u., gap between HOMO and LUMO 8.6 eV. Number 2: DFT total energy -286.5759 a.u., gap between HOMO and LUMO 11.7 eV. Number 3: DFT total energy -286.5776 a.u., gap between HOMO and LUMO 11.2 eV. Number 4: DFT total energy -286.5395 a.u., gap between HOMO and LUMO 10.5 eV. Number 5: DFT total energy -286.5219 a.u., gap between HOMO and LUMO 10.7 eV. Number 6: DFT total energy -286.4787 a.u., gap between HOMO and LUMO 10.2 eV.